A 10-piece molecular cluster, C39H101N3O13 overall at a distorted geometry, computed with wB97M-V/def2-TZVPD.

```
156
C39H101N3O13 (wB97M-V/def2-TZVPD)
C 1.12 0.30 -5.42
O 0.67 -0.53 -4.39
C 0.93 -1.88 -4.51
C 0.14 -2.54 -3.44
N -1.20 -2.00 -3.33
C -1.40 -1.00 -2.28
C -2.75 -0.21 -2.48
O -2.98 0.67 -1.39
C -4.05 1.63 -1.54
H 2.20 0.44 -5.25
H 0.69 1.22 -5.21
H 0.97 -0.14 -6.49
H 1.97 -2.16 -4.44
H 0.49 -2.25 -5.53
H 0.52 -2.53 -2.42
H 0.02 -3.59 -3.70
H -1.63 -1.69 -4.21
H -0.58 -0.28 -2.11
H -1.56 -1.49 -1.34
H -3.58 -1.02 -2.55
H -2.93 0.44 -3.44
H -4.29 1.91 -0.53
H -4.92 1.17 -1.94
H -3.72 2.50 -2.06
C -5.22 4.68 -1.36
O -4.00 4.71 -0.65
C -4.22 4.58 0.74
C -2.87 4.31 1.37
N -1.92 5.36 1.11
C -0.71 5.20 1.83
C 0.10 6.50 1.70
O 0.63 6.45 0.37
C 1.89 7.16 0.18
H -4.99 4.92 -2.43
H -5.83 5.54 -0.99
H -5.78 3.76 -1.21
H -4.90 3.74 0.93
H -4.60 5.57 1.05
H -2.49 3.30 1.00
H -3.02 4.30 2.50
H -1.75 5.50 0.09
H -0.02 4.37 1.51
H -0.95 5.08 2.90
H 0.93 6.59 2.39
H -0.45 7.41 1.87
H 2.44 6.69 -0.60
H 2.49 7.11 1.16
H 1.67 8.16 -0.17
C 4.85 1.43 -2.73
O 4.91 0.27 -1.94
C 3.70 -0.44 -1.64
C 4.12 -1.69 -0.87
N 4.72 -2.68 -1.76
C 5.42 -3.75 -0.96
C 4.41 -4.71 -0.41
O 3.68 -5.41 -1.36
C 2.45 -4.84 -1.74
H 4.30 2.26 -2.24
H 4.28 1.21 -3.65
H 5.87 1.79 -3.00
H 3.21 -0.68 -2.65
H 3.06 0.27 -1.08
H 3.23 -2.12 -0.38
H 4.71 -1.39 -0.02
H 5.48 -2.30 -2.36
H 6.02 -3.30 -0.13
H 6.16 -4.23 -1.60
H 3.70 -4.22 0.36
H 4.86 -5.47 0.23
H 2.42 -3.88 -2.31
H 1.77 -4.66 -0.96
H 1.97 -5.61 -2.36
C 2.99 3.79 2.32
C 3.22 2.86 1.09
C 4.71 2.52 1.00
O 2.35 1.73 1.26
H 3.29 3.31 3.20
H 1.87 4.02 2.37
H 3.37 4.80 2.27
H 2.87 3.31 0.18
H 5.26 3.46 1.04
H 4.96 2.11 0.01
H 4.94 1.97 1.85
H 2.87 1.09 1.80
C 4.22 -1.49 2.80
C 3.26 -0.91 3.81
C 3.25 -1.32 5.24
O 3.37 0.53 3.77
H 5.21 -1.78 3.22
H 4.31 -0.81 1.97
H 3.76 -2.39 2.36
H 2.34 -1.25 3.40
H 3.56 -2.33 5.43
H 2.29 -1.07 5.74
H 4.06 -0.77 5.76
H 2.54 0.99 4.02
C -0.16 2.57 -1.24
C 0.34 3.66 -2.25
C -0.89 4.27 -2.95
O 1.24 4.64 -1.72
H -0.50 1.75 -1.93
H -1.04 2.80 -0.65
H 0.58 2.25 -0.51
H 0.85 3.12 -3.08
H -1.30 3.54 -3.68
H -0.48 5.09 -3.59
H -1.68 4.61 -2.29
H 0.75 4.94 -0.96
C 2.15 -5.56 3.37
C 1.00 -5.16 2.53
C -0.23 -4.76 3.33
O 1.42 -4.08 1.62
H 2.11 -6.43 4.04
H 2.41 -4.75 4.09
H 3.08 -5.78 2.83
H 0.77 -5.98 1.80
H -0.56 -5.66 3.93
H -1.03 -4.47 2.62
H 0.03 -3.84 3.96
H 0.79 -3.40 1.72
C -3.25 -4.20 0.39
C -3.19 -4.54 -1.08
C -4.16 -5.63 -1.42
O -3.33 -3.37 -1.94
H -3.15 -5.15 0.92
H -4.25 -3.65 0.67
H -2.56 -3.44 0.72
H -2.24 -4.96 -1.32
H -3.95 -6.17 -2.36
H -5.23 -5.35 -1.49
H -4.13 -6.41 -0.60
H -2.53 -3.14 -2.41
C -7.28 -0.68 0.62
C -6.30 -0.54 1.73
C -5.40 -1.78 1.89
O -5.51 0.65 1.46
H -8.05 -1.44 0.81
H -6.74 -0.97 -0.24
H -7.72 0.35 0.36
H -6.74 -0.27 2.66
H -4.60 -1.55 1.25
H -5.89 -2.71 1.54
H -4.93 -1.86 2.86
H -4.99 1.01 2.22
C 0.35 -1.03 1.00
C -0.66 0.12 1.12
C -2.01 -0.40 1.66
O -0.28 1.13 1.98
H -0.08 -1.89 0.40
H 0.53 -1.38 2.01
H 1.28 -0.64 0.54
H -0.92 0.53 0.13
H -2.33 -1.38 1.26
H -2.83 0.29 1.49
H -1.78 -0.68 2.72
H 0.54 1.52 1.78
```

ΔE to the lowest compared entry with this formula, charge and spin   141.6 kJ/mol
Structure (SMILES)   COCCNCCOC.COCCNCCOC.COCCNCCOC.CC(C)O.CC(C)O.CC(C)O.CC(C)O.CC(C)O.CC(C)O.CC(C)O
Lowest unoccupied orbital energy   0.648 eV
Total charge   0
Frontier orbital gap   0.340 Ha

Atom charges from the Löwdin analysis, given in e for atoms 1 to 5: -0.085 -0.214 -0.254 -0.213 -0.078